{"formula": "C4H7NO2", "method": "the ωB97M-V functional and the def2-TZVPD basis", "lumo_energy_ha": 0.0264, "e_homo_ev": -10.0, "e_above_lowest_kcal_mol": 18.3, "smiles": "NC(=O)CCC=O", "total_charge": 0, "symbols": ["O", "O", "N", "C", "C", "C", "C", "H", "H", "H", "H", "H", "H", "H"], "coordinates": [[1.7320, 2.1999, 0.6286], [-1.4224, -0.8906, -1.4417], [0.2221, -2.3298, -0.8823], [-0.3859, 1.2026, 0.1655], [-0.4488, -1.1482, -0.7723], [0.0388, -0.2739, 0.3596], [0.5363, 2.2187, 0.7715], [0.0599, 3.0807, 1.2764], [-0.4777, -0.6498, 1.2418], [1.0785, -0.3220, 0.6533], [-0.4713, 1.3850, -0.8988], [-0.1552, -3.1638, -1.2991], [1.0684, -2.6287, -0.4147], [-1.3748, 1.3199, 0.6122]], "forces_ev_per_a": [[0.0277, -0.1668, 0.2639], [-0.0624, 0.1914, -0.0386], [0.8161, -1.5254, -0.0180], [-0.4240, -0.8556, 0.7142], [0.5032, -0.6882, 0.4599], [-0.3914, 1.1466, 0.3780], [0.2904, 0.2881, -0.6059], [-0.0393, -0.0816, 0.1243], [-0.1937, -0.1554, 0.0802], [0.4800, -0.2871, -0.6027], [-0.0464, 0.3036, -0.2568], [-0.7582, 0.5320, -0.6184], [-0.1504, 1.1070, 0.4114], [-0.0515, 0.1914, -0.2914]], "mulliken_charge": [-0.47, -0.58, -0.39, -0.40, 0.47, -0.56, -0.08, 0.34, 0.27, 0.37, 0.30, 0.22, 0.20, 0.32]}